1.
87
Properties=species:S:1:pos:R:3:forces:R:3 method="wB97M-V/def2-TZVPD" homo_ev="-14.36 / -14.36" s2=2.0200 de_lowest_kj_mol=0.0 lumo_energy_ev="-10.7 / -10.2" gap_ev="3.7 / 4.2" charge=+3 multiplicity=3 total_energy_ha=-4176.51293
Mo 0.466 -1.462 -0.604 0.0914 0.0397 -0.4253
C -1.394 -5.214 -1.840 0.0470 0.0361 0.0238
C -0.460 -4.497 -0.937 0.0763 -0.2031 -0.0867
O -0.448 -3.221 -0.930 -0.0588 0.4365 0.0312
N 0.339 -5.137 -0.121 -0.0339 -0.0265 -0.0347
C 1.249 -4.443 0.791 0.0191 -0.0429 0.0141
C 2.423 -3.799 0.086 0.1088 -0.0535 0.0693
C 3.645 -4.444 0.072 -0.0344 0.0013 -0.0175
C 4.747 -3.849 -0.531 0.0023 -0.0028 -0.0086
C 4.599 -2.595 -1.099 -0.0561 0.0080 0.0085
C 3.358 -1.994 -1.053 0.0730 -0.0214 -0.0151
N 2.282 -2.579 -0.486 0.0019 0.2529 0.0408
H -2.414 -4.964 -1.541 -0.0121 -0.0045 -0.0289
H -1.266 -6.293 -1.809 0.0126 0.0016 0.0087
H -1.241 -4.851 -2.858 -0.0299 -0.0136 -0.0080
H 0.294 -6.148 -0.091 0.0037 -0.0009 -0.0237
H 1.627 -5.186 1.488 -0.0001 0.0151 0.0272
H 0.680 -3.716 1.372 0.0010 0.0503 -0.0085
H 3.741 -5.412 0.546 -0.0114 0.0097 -0.0010
H 5.703 -4.356 -0.543 -0.0048 0.0146 0.0063
H 5.426 -2.077 -1.563 -0.0022 -0.0111 -0.0005
H 3.205 -1.006 -1.464 0.0165 0.0068 -0.0058
O 1.914 2.313 -1.465 0.0518 0.1079 -0.1312
C 1.444 1.270 -1.758 -0.1864 -0.1542 0.1218
O 1.194 0.310 -0.812 0.2247 -0.4925 0.0998
C 1.011 0.806 -3.143 0.0929 0.0733 0.0080
P 0.015 -0.689 -2.953 -0.0380 -0.1339 0.1628
C -0.254 -1.551 -4.484 -0.1730 0.0008 0.0225
C 0.379 -2.773 -4.715 0.0657 -0.0248 0.0243
C 0.193 -3.420 -5.926 -0.0007 -0.0081 -0.0132
C -0.624 -2.852 -6.895 -0.0042 0.0031 -0.0114
C -1.260 -1.637 -6.663 0.0058 -0.0150 0.0067
C -1.081 -0.981 -5.458 -0.0167 0.0031 0.0013
C -1.523 -0.263 -2.090 0.0525 -0.0017 0.0603
C -1.743 0.983 -1.474 -0.0102 -0.0338 0.0887
C -2.936 1.230 -0.814 0.0209 0.0030 -0.0548
C -3.918 0.248 -0.759 0.0200 0.0186 0.0049
C -3.715 -0.989 -1.361 0.0015 -0.0259 0.0069
C -2.526 -1.249 -2.019 -0.0553 -0.0225 -0.0604
H 1.899 0.546 -3.727 -0.0048 0.0158 -0.0324
H 0.509 1.614 -3.675 -0.0243 0.0267 0.0294
H 1.032 -3.206 -3.964 -0.0043 0.0152 0.0061
H 0.689 -4.362 -6.119 -0.0015 0.0072 -0.0022
H -0.765 -3.358 -7.841 0.0031 0.0012 0.0080
H -1.893 -1.202 -7.424 0.0034 -0.0008 0.0044
H -1.584 -0.038 -5.280 0.0123 -0.0038 0.0120
H -1.003 1.773 -1.520 -0.0017 -0.0130 -0.0292
H -3.111 2.192 -0.351 -0.0256 -0.1003 -0.0460
H -4.853 0.455 -0.255 0.0002 0.0053 -0.0022
H -4.494 -1.739 -1.335 0.0093 0.0025 -0.0055
H -2.387 -2.195 -2.528 0.0080 0.0072 0.0039
Cl 3.793 5.740 4.798 0.0012 -0.0031 0.0099
C 2.427 4.765 4.420 0.0573 0.0390 0.0159
C 2.552 3.738 3.494 0.0213 -0.0033 0.0291
C 1.442 2.973 3.190 -0.0561 0.0001 -0.0601
C 0.202 3.204 3.784 0.0693 0.0718 0.1232
C -0.998 2.370 3.407 -0.0420 -0.1248 0.1455
C -0.956 0.952 4.001 -0.0396 0.0468 0.0320
N -0.115 0.061 3.199 0.0061 -0.2060 -0.0480
C 1.196 -0.314 3.424 0.0656 0.0004 -0.0736
C 1.592 -1.024 2.342 0.0818 0.0456 0.1493
N 0.522 -1.104 1.456 -0.2869 0.0527 -0.0294
C -0.484 -0.421 2.027 -0.0816 0.1068 0.0367
O -1.162 2.211 2.004 0.3198 -0.0170 0.0196
C -1.048 3.436 1.262 -0.2371 0.0082 -0.0497
C -1.860 4.551 1.839 -0.2201 0.0911 -0.1205
C -3.196 4.485 2.125 0.0976 0.0495 -0.0498
Cl -4.218 3.117 1.897 -0.0835 -0.0126 0.0791
S -3.831 5.947 2.739 0.1000 -0.0139 -0.0144
C -2.297 6.693 2.616 -0.0268 0.0228 0.0040
C -1.350 5.847 2.130 0.0360 0.0575 0.0712
C 0.116 4.242 4.717 -0.0409 -0.1217 -0.0441
Cl -1.382 4.602 5.512 0.0140 -0.0426 -0.0051
C 1.215 5.023 5.040 -0.0086 -0.0568 -0.0540
H 3.506 3.558 3.018 -0.0083 0.0138 -0.0072
H 1.531 2.199 2.435 -0.0171 0.0402 -0.0141
H -1.898 2.812 3.835 0.0172 0.1691 -0.0107
H -1.951 0.511 4.031 -0.0200 0.0543 -0.0465
H -0.560 0.979 5.014 -0.0329 -0.0128 0.0067
H 1.719 -0.027 4.321 0.0090 -0.0243 -0.0175
H 2.552 -1.462 2.132 -0.0139 -0.0092 0.0123
H -1.459 -0.243 1.598 0.0201 -0.0177 -0.0199
H -1.397 3.175 0.260 0.0737 0.0792 0.0861
H -0.004 3.745 1.187 -0.0029 -0.0214 0.0112
H -2.177 7.721 2.919 0.0010 -0.0161 -0.0058
H -0.314 6.125 1.991 -0.0164 0.0048 -0.0133
H 1.122 5.824 5.759 0.0080 -0.0031 0.0028

=====

2.
67
Properties=species:S:1:pos:R:3:forces:R:3 method="wB97M-V/def2-TZVPD" homo_ev=-1.74 de_lowest_kj_mol=0.0 lumo_energy_ev=4.2 gap_ev=6.0 charge=-2 total_energy_ha=-3737.15984
Ti -0.016 -0.558 0.911 -0.0749 -0.2817 0.2696
S 2.853 0.391 0.402 -0.0693 0.0000 -0.1953
C 2.552 -0.948 -0.620 0.0363 -0.0278 -0.0186
C 3.481 -1.439 -1.574 -0.0065 0.0043 0.0050
C 3.142 -2.481 -2.396 -0.0089 -0.0004 0.0057
C 1.873 -3.068 -2.295 0.0153 0.0070 0.0038
C 1.020 -2.565 -1.341 -0.0010 -0.0895 0.0871
N 1.351 -1.564 -0.522 -0.0689 0.1023 0.0179
H 4.445 -0.954 -1.636 0.0032 -0.0076 -0.0098
H 3.854 -2.845 -3.129 -0.0006 -0.0003 -0.0008
H 1.562 -3.881 -2.937 0.0054 -0.0025 -0.0019
H 0.022 -2.964 -1.199 -0.0021 0.0097 -0.0035
C -1.631 0.361 -7.459 -0.0011 0.0000 0.0021
C -1.738 0.070 -5.984 -0.0006 0.0346 -0.0021
C -1.683 -1.228 -5.502 0.0103 -0.0497 0.0184
C -1.777 -1.487 -4.134 0.0197 -0.0171 0.0082
C -1.927 -0.446 -3.243 -0.0232 0.3755 0.0634
C -1.987 0.865 -3.713 0.0032 -0.1323 -0.0164
C -1.891 1.116 -5.068 0.0049 -0.0013 -0.0126
S -2.094 -0.732 -1.446 -0.1179 -0.2563 -0.0941
O -0.835 0.040 -1.018 0.3146 0.1080 0.4119
O -3.324 0.027 -1.126 0.0664 0.0053 -0.1353
O -1.318 -1.480 1.098 -0.3657 -0.1354 -0.0906
H -1.529 -0.560 -8.035 -0.0003 -0.0006 0.0012
H -0.763 0.989 -7.676 0.0005 -0.0010 -0.0011
H -2.515 0.890 -7.824 0.0002 0.0000 -0.0026
H -1.563 -2.051 -6.200 0.0022 0.0025 -0.0021
H -1.728 -2.504 -3.759 -0.0022 -0.0040 -0.0123
H -2.114 1.661 -2.988 -0.0039 0.0219 -0.0222
H -1.931 2.138 -5.435 -0.0009 0.0000 0.0047
C -4.189 3.017 0.573 -0.0016 0.0024 0.0114
C -4.115 2.224 1.709 -0.0114 0.0014 -0.0050
C -2.907 1.658 2.091 0.0145 -0.0197 -0.0167
C -1.753 1.870 1.342 -0.0525 -0.0488 -0.0810
C -1.842 2.650 0.190 0.0137 0.0164 0.0084
C -3.045 3.225 -0.186 0.0136 0.0013 0.0048
N -0.524 1.291 1.750 0.2627 0.0566 0.0972
C 0.281 2.115 2.515 -0.1358 -0.0167 -0.0828
C 1.356 1.574 3.251 0.0426 0.0303 -0.0647
C 2.184 2.371 4.015 -0.0119 -0.0057 0.0085
C 1.981 3.746 4.113 0.0255 0.0043 0.0174
C 0.913 4.293 3.417 -0.0262 -0.0081 -0.0212
C 0.079 3.506 2.636 -0.0292 0.0286 0.0816
H -5.136 3.446 0.265 -0.0005 -0.0014 0.0007
H -5.007 2.031 2.295 -0.0010 0.0013 0.0000
H -2.838 1.018 2.963 -0.0005 0.0031 0.0029
H -0.950 2.774 -0.411 -0.0003 0.0035 0.0029
H -3.097 3.819 -1.092 -0.0006 -0.0046 -0.0022
H 1.515 0.509 3.193 0.0155 -0.0131 0.0008
H 3.005 1.907 4.554 -0.0003 -0.0071 -0.0056
H 2.633 4.368 4.715 0.0001 -0.0029 0.0002
H 0.721 5.361 3.474 -0.0028 -0.0004 0.0002
H -0.744 3.973 2.111 0.0064 0.0108 0.0040
C 3.100 -1.746 3.462 -0.0465 0.1116 -0.0233
C 1.741 -2.342 3.055 -0.1330 0.0577 0.0747
O 0.953 -1.480 2.395 0.2459 0.1606 -0.3219
C 2.015 -3.616 2.214 0.0468 -0.0342 0.0815
F 2.567 -4.607 2.974 -0.0230 -0.0282 -0.0018
F 2.897 -3.376 1.233 0.0393 0.0327 -0.0399
F 0.923 -4.129 1.647 -0.0366 0.0146 -0.0400
C 0.992 -2.780 4.357 0.0317 0.0093 0.0281
F 0.418 -1.722 4.938 0.0574 -0.0333 0.0246
F 1.821 -3.321 5.294 -0.0558 -0.0226 -0.0323
F 0.028 -3.694 4.145 0.0091 0.0829 0.0001
H 3.592 -1.389 2.560 -0.0115 0.0106 -0.0126
H 3.728 -2.458 3.996 0.0163 -0.0199 -0.0340
H 2.913 -0.880 4.097 0.0053 -0.0367 0.0570

=====

3.
106
Properties=species:S:1:pos:R:3:forces:R:3 method="wB97M-V/def2-TZVPD" homo_ev=-9.64 de_lowest_kj_mol=64.0 lumo_energy_ev=-1.7 gap_ev=8.0 charge=+1 total_energy_ha=-3199.27916
Ca 1.188 -0.136 -1.760 -0.2444 0.6544 -1.2151
C 3.309 2.375 -1.604 -0.0775 -0.0013 -0.0006
N 3.328 0.913 -1.498 0.6771 0.2046 0.0432
C 3.803 0.554 -0.157 0.0131 0.0209 -0.0002
C 4.169 0.302 -2.535 -0.0512 0.0042 -0.0984
C 3.505 0.356 -3.908 0.0533 0.0274 0.1324
N 2.194 -0.319 -3.926 0.4265 0.0167 -0.8738
C 2.371 -1.772 -4.063 0.0662 0.0123 0.0020
C 1.393 0.174 -5.053 0.0036 -0.0212 0.0026
H 4.309 2.798 -1.446 0.0124 -0.0077 -0.0349
H 2.632 2.770 -0.849 -0.0023 -0.0071 0.0094
H 2.946 2.693 -2.581 -0.0083 0.0000 0.0023
H 4.800 0.968 0.043 -0.0026 0.0136 0.0008
H 3.854 -0.530 -0.064 0.0211 -0.0071 -0.0146
H 3.096 0.938 0.580 0.0013 0.0063 -0.0120
H 4.343 -0.739 -2.252 0.0269 0.0123 0.0193
H 5.150 0.793 -2.596 0.0227 -0.0343 0.0222
H 4.180 -0.088 -4.652 -0.0061 0.0226 -0.0236
H 3.355 1.396 -4.197 -0.0151 -0.0106 -0.0266
H 2.876 -2.020 -5.005 0.0112 -0.0002 0.0034
H 1.399 -2.261 -4.051 -0.0095 -0.0176 -0.0194
H 2.958 -2.167 -3.235 0.0155 0.0035 -0.0091
H 1.896 0.001 -6.013 -0.0002 0.0120 -0.0048
H 1.212 1.244 -4.943 0.0173 -0.0006 0.0003
H 0.432 -0.339 -5.071 0.0035 -0.0160 0.0061
N -2.607 -3.784 -4.028 0.0389 -0.4513 0.0838
N -2.137 -2.701 -3.332 0.1147 0.2967 0.0367
N -2.802 -2.179 -2.330 -0.0543 -0.0305 0.0290
C -1.949 -1.252 -1.905 0.0093 0.0125 -0.0715
N -0.824 -1.247 -2.634 -0.4269 -0.1859 -0.1156
N -0.968 -2.189 -3.553 -0.0644 -0.1159 -0.0362
H -3.617 -3.755 -4.056 -0.0234 0.1173 -0.0574
H -2.177 -3.821 -4.941 -0.0311 0.1239 -0.0513
H -2.151 -0.555 -1.096 0.0197 -0.0244 0.0251
C 3.279 -4.180 3.525 -0.0375 0.0451 -0.0263
C 2.388 -3.155 2.829 0.0252 -0.0564 -0.0172
C 2.565 -3.202 1.316 -0.2059 0.0653 0.0175
S 1.324 -2.160 0.498 0.1299 -0.7180 0.6506
O 1.864 -1.967 -0.912 0.3421 -1.1186 0.4403
C -0.040 -3.367 0.339 0.0631 0.1758 -0.1247
C 0.054 -4.286 -0.878 0.0937 -0.1138 0.0333
C 0.752 -5.624 -0.633 0.0134 0.1026 -0.0310
H 3.185 -4.100 4.607 0.0126 -0.0130 0.0030
H 4.327 -4.027 3.264 0.0054 -0.0066 0.0140
H 3.003 -5.196 3.236 0.0213 -0.0061 -0.0037
H 2.619 -2.150 3.189 -0.0502 0.0162 -0.0045
H 1.342 -3.351 3.085 0.0063 0.0292 0.0299
H 2.487 -4.218 0.931 0.0333 0.0271 -0.0454
H 3.520 -2.779 1.003 0.0162 -0.0013 0.0175
H -0.932 -2.742 0.283 0.0159 -0.0017 0.0114
H -0.077 -3.913 1.284 -0.0139 0.0271 0.0232
H 0.561 -3.749 -1.683 -0.0795 0.0054 -0.0418
H -0.966 -4.478 -1.217 -0.0220 0.0294 0.0271
H 1.836 -5.517 -0.583 -0.0087 -0.0100 0.0249
H 0.539 -6.313 -1.449 0.0056 -0.0143 0.0080
H 0.407 -6.084 0.294 0.0023 -0.0366 -0.0098
N 0.288 0.989 -0.286 -1.0580 0.6927 0.7940
P -0.893 1.355 0.611 -0.3219 0.1829 0.6447
N -0.697 2.875 1.320 0.0672 -0.0875 -0.0923
C -1.599 3.464 2.296 0.0589 0.0005 0.1011
C -0.819 4.203 3.384 0.0049 0.0389 -0.0744
C 0.135 5.228 2.775 0.0504 -0.0862 0.0357
C 1.041 4.545 1.752 -0.1237 0.0029 0.0083
C 0.182 3.856 0.699 0.0300 0.0198 0.0496
N -1.206 0.406 1.975 0.0927 0.3531 0.0938
C -0.166 0.402 3.001 -0.1177 0.0428 0.1073
C -0.785 0.444 4.397 -0.0028 -0.0815 -0.0803
C -1.794 -0.690 4.578 -0.0178 0.1053 -0.0111
C -2.822 -0.676 3.447 0.0834 -0.0207 -0.0012
C -2.099 -0.728 2.104 0.0250 -0.0302 -0.0809
N -2.436 1.335 -0.139 0.3812 -0.0527 -0.3053
C -2.401 1.990 -1.461 -0.1344 -0.0774 -0.0227
C -3.749 1.840 -2.153 0.0241 0.0640 0.0995
C -4.822 2.649 -1.406 0.0532 -0.0259 0.0186
C -4.476 2.748 0.087 0.0053 -0.0540 -0.0407
C -3.722 1.509 0.557 -0.0121 0.0535 0.0687
H -2.202 2.676 2.744 -0.0138 0.0221 0.0013
H -2.279 4.180 1.809 -0.0264 -0.0204 -0.0088
H -0.237 3.477 3.961 -0.0249 -0.0254 0.0265
H -1.521 4.684 4.069 0.0076 -0.0097 0.0132
H 0.723 5.714 3.556 -0.0135 0.0118 -0.0007
H -0.445 6.011 2.274 0.0074 0.0218 0.0037
H 1.650 3.786 2.256 0.0633 0.0173 -0.0217
H 1.717 5.265 1.284 -0.0129 0.0021 -0.0143
H 0.780 3.338 -0.047 0.0033 -0.0075 -0.0011
H -0.417 4.624 0.183 0.0005 -0.0224 -0.0419
H 0.488 1.259 2.837 0.0124 -0.0302 0.0341
H 0.449 -0.506 2.911 0.0114 -0.0320 -0.0488
H -1.291 1.403 4.531 0.0197 0.0179 0.0308
H 0.006 0.377 5.148 -0.0152 0.0281 0.0188
H -2.288 -0.608 5.547 0.0133 -0.0387 0.0094
H -1.265 -1.650 4.564 -0.0048 -0.0176 0.0236
H -3.408 0.246 3.498 -0.0399 -0.0234 -0.0051
H -3.515 -1.515 3.540 0.0134 -0.0116 -0.0085
H -2.801 -0.764 1.274 -0.0317 0.0634 -0.0497
H -1.517 -1.666 2.076 -0.0057 0.0071 -0.0112
H -1.601 1.535 -2.045 -0.0085 0.0164 -0.0072
H -2.159 3.059 -1.373 0.0527 -0.0119 -0.0087
H -4.018 0.780 -2.168 -0.0060 -0.0032 -0.0382
H -3.669 2.170 -3.190 -0.0144 -0.0274 -0.0132
H -5.799 2.181 -1.535 -0.0054 0.0092 -0.0179
H -4.890 3.652 -1.830 -0.0367 -0.0015 -0.0046
H -5.383 2.860 0.684 0.0124 0.0339 0.0182
H -3.860 3.629 0.276 0.0078 0.0202 0.0136
H -4.355 0.629 0.378 0.0040 -0.0056 0.0371
H -3.556 1.566 1.630 0.0368 -0.0793 0.0097

=====

4.
38
Properties=species:S:1:pos:R:3:forces:R:3 method="wB97M-V/def2-TZVPD" homo_ev=-9.16 lumo_energy_ev=0.2 gap_ev=9.4 total_energy_ha=-13011.46428
C -0.230 -1.463 -1.157 -0.0298 -0.0937 -0.1763
C -0.759 -1.627 0.235 0.1325 -0.2683 -0.3416
Cl -0.544 -3.217 0.891 0.1154 -0.0618 -0.0246
C -1.339 -0.689 0.969 -0.1230 0.4774 0.1491
Cl -1.829 -0.985 2.605 -0.0394 0.0965 0.0094
C -1.569 0.738 0.503 -0.0981 -0.0238 -0.0951
O -2.839 1.224 0.909 0.0643 -0.2497 -0.1626
C -3.938 0.597 0.269 -0.0570 -0.1232 0.1483
P -4.120 1.109 -1.486 0.4632 -0.2881 -0.3587
N -3.137 0.427 -2.499 -0.2758 0.0431 0.2171
C -0.466 1.651 1.076 0.0569 -0.2378 0.1638
Br -1.105 3.459 1.442 0.1016 0.0276 -0.0497
O 0.562 1.620 0.117 -0.1012 0.1318 -0.0615
C 1.706 2.357 0.369 -0.2013 -0.0686 0.0578
Cl 1.770 3.834 -0.642 -0.0397 0.0371 0.0648
C 2.945 1.515 0.050 -0.3213 0.1800 -0.4976
F 4.007 2.145 0.564 0.7686 0.5381 0.2656
F 2.836 0.350 0.691 -0.2979 -0.8030 0.4533
C 3.254 1.237 -1.430 0.0750 0.2509 -0.0785
F 4.213 0.289 -1.487 0.0454 -0.0655 0.0247
F 2.151 0.764 -2.047 -0.0788 -0.0395 -0.0561
H -0.716 -0.638 -1.686 0.1072 -0.1118 0.0912
H 0.852 -1.294 -1.131 -0.1704 -0.0093 0.0238
H -0.412 -2.381 -1.724 0.0171 0.1519 0.0974
H -1.467 0.776 -0.589 -0.0716 0.0319 0.1857
H -3.881 -0.503 0.302 0.0619 0.1847 0.0056
H -4.837 0.904 0.818 0.1670 0.0242 -0.0630
H -3.953 2.502 -1.347 -0.1609 0.0345 0.0638
H -5.497 0.941 -1.732 -0.0770 0.1372 0.1502
H -3.596 -0.036 -3.275 0.1861 0.0361 0.0336
H -0.101 1.273 2.037 -0.0714 0.1890 -0.1027
H 1.774 2.675 1.415 0.0226 -0.0284 -0.1591
H 3.615 2.135 -1.939 -0.1174 -0.0888 0.0432
C 3.215 -4.366 1.832 -0.0071 0.0234 0.0179
Br 3.319 -2.450 1.744 -0.0063 -0.0478 -0.0283
Br 3.293 -5.157 0.081 -0.0252 0.0115 0.0050
Br 4.566 -5.097 2.992 -0.0098 0.0002 0.0045
H 2.255 -4.618 2.259 -0.0046 0.0018 -0.0202